The following is a DFT calculation (ωB97M-V/def2-TZVPD) of a cluster of 5 separate species, C25H49N4O6 in total at a distorted geometry.

```
84
Properties=species:S:1:pos:R:3:forces:R:3
C 2.0653 5.9158 4.7995 -0.1689 -0.0902 -0.1041
C 1.6773 6.8857 3.6690 -0.1935 0.0374 -0.0224
C 2.6246 6.8162 2.5066 -0.6398 -0.1861 0.0896
O 3.7012 7.2915 2.5187 1.2216 0.4788 -0.0037
O 2.1740 6.1786 1.3637 -0.2174 -0.3034 -0.2806
C 2.2154 4.7630 1.4154 0.0728 0.1113 0.2378
C 0.8346 4.2048 1.7556 -0.0927 -0.2073 -0.0734
N 0.5392 2.8930 1.1794 0.0538 0.0231 -0.2464
C -0.7367 2.7456 0.4530 -0.4980 -0.0399 0.4321
C -1.9357 3.0818 1.3531 0.3060 0.2524 -0.1023
C 1.3291 1.8480 1.3194 0.2568 0.0593 0.3131
N 1.1082 0.6152 0.8103 0.3780 -0.3469 0.0944
C 2.1372 -0.1234 1.1907 -0.3180 0.3532 -0.1195
N 3.0079 0.5701 1.9221 -0.3060 0.0889 -0.1207
N 2.4997 1.8425 2.0189 0.0316 -0.2114 -0.0141
H 3.0845 5.5592 4.6771 0.1591 0.0854 0.1358
H 1.4097 5.0477 4.8448 -0.0614 -0.0696 -0.0789
H 1.9811 6.4149 5.7583 0.0958 -0.0147 0.1202
H 0.6602 6.7364 3.3170 -0.1217 -0.0443 0.0992
H 1.7549 7.9042 4.0387 -0.0233 0.0986 0.0058
H 2.9707 4.4726 2.1519 0.0919 -0.0339 0.0195
H 2.5529 4.3954 0.4487 -0.0731 0.0564 -0.1759
H 0.6496 4.1804 2.8301 0.0745 0.0539 0.1240
H 0.1147 4.8944 1.3252 -0.0705 0.0227 -0.0403
H -0.8320 1.7216 0.1244 0.2337 -0.0348 -0.2433
H -0.7179 3.4040 -0.4098 0.0907 -0.0824 -0.1879
H -2.2592 4.1092 1.2042 -0.1162 0.0535 0.0294
H -1.6775 2.9736 2.4047 -0.0435 -0.1628 0.0963
H -2.7660 2.4229 1.1256 -0.0982 -0.0101 -0.0561
H 2.2879 -1.1637 0.9475 0.0349 -0.2835 -0.0353
H 3.8697 0.3047 2.3669 0.0604 -0.0649 -0.0129
H 2.9913 2.5404 2.5476 -0.1095 0.1552 -0.0080
C 1.5498 -5.1604 2.3624 -0.0686 -0.0190 -0.0582
C 2.4229 -5.8296 1.3029 0.0705 0.0537 0.0748
C 2.6077 -4.7086 0.2926 0.0130 -0.0371 -0.1715
O 2.5817 -3.4828 1.0504 -0.0302 0.2292 0.1567
C 2.1161 -3.7490 2.3797 0.0705 -0.0228 0.0004
H 1.5944 -5.6412 3.3377 0.0194 -0.0048 0.0042
H 0.5080 -5.1452 2.0364 -0.0010 0.0089 0.0089
H 3.3857 -6.1138 1.7326 0.0029 -0.0084 -0.0134
H 1.9722 -6.7164 0.8629 -0.0198 -0.0012 -0.0046
H 1.7895 -4.6839 -0.4328 -0.0159 -0.0170 0.0228
H 3.5503 -4.7717 -0.2497 -0.0015 0.0460 0.0008
H 2.9626 -3.6700 3.0714 -0.0228 -0.0210 0.0258
H 1.3703 -2.9988 2.6552 0.0005 0.0180 -0.0195
C -3.9945 1.6182 -3.6598 0.0421 -0.0634 -0.0273
C -4.5224 0.6646 -2.5908 0.0947 0.1011 0.0740
C -3.2826 0.4502 -1.7348 0.0292 -0.0349 -0.0852
O -2.5242 1.6667 -1.8080 -0.0056 0.0111 0.0725
C -3.0483 2.4958 -2.8540 -0.0554 0.0356 0.0194
H -4.7754 2.1906 -4.1565 -0.0203 0.0004 0.0120
H -3.4408 1.0641 -4.4207 0.0047 0.0129 -0.0023
H -5.3094 1.1467 -2.0107 -0.0380 -0.0320 -0.0043
H -4.9262 -0.2600 -2.9923 -0.0299 -0.0139 -0.0164
H -2.6657 -0.3679 -2.1212 -0.0219 -0.0141 0.0083
H -3.5180 0.2413 -0.6894 0.0282 0.0247 0.0198
H -3.5802 3.3395 -2.4008 -0.0108 0.0048 -0.0273
H -2.2185 2.8858 -3.4448 0.0312 -0.0102 0.0275
C 7.8822 -4.3209 -0.3445 0.0034 -0.0589 0.0261
C 8.1332 -4.8907 -1.7390 -0.0175 0.0674 -0.0218
C 6.8264 -5.6222 -2.0117 0.0114 -0.0571 0.0257
O 5.8068 -4.8912 -1.3194 -0.0218 0.0313 0.0519
C 6.4068 -3.9527 -0.4259 0.0115 0.0205 -0.0533
H 8.5154 -3.4702 -0.0976 0.0072 0.0089 -0.0170
H 8.0382 -5.0934 0.4112 -0.0048 0.0039 0.0036
H 8.2710 -4.0803 -2.4576 -0.0006 -0.0060 -0.0041
H 9.0001 -5.5460 -1.7951 0.0034 -0.0115 0.0174
H 6.8527 -6.6440 -1.6205 0.0236 -0.0021 -0.0126
H 6.5727 -5.6638 -3.0706 -0.0410 0.0100 0.0032
H 6.2715 -2.9434 -0.8325 0.0231 0.0140 0.0263
H 5.8988 -4.0072 0.5393 -0.0346 -0.0092 -0.0086
C -9.7204 -1.0443 -3.5207 0.0366 -0.0328 -0.0478
C -9.1269 -2.0629 -2.5500 -0.0273 0.0358 0.0491
C -7.6449 -1.7206 -2.6150 0.0108 0.0032 -0.0584
O -7.5670 -0.3154 -2.8715 -0.0576 -0.0172 -0.0039
C -8.8573 0.1792 -3.2462 -0.0152 0.0048 0.0534
H -10.7804 -0.8542 -3.3629 -0.0066 -0.0010 0.0185
H -9.5836 -1.3814 -4.5502 -0.0008 0.0062 -0.0013
H -9.5113 -1.8909 -1.5426 0.0056 -0.0027 0.0015
H -9.3311 -3.0973 -2.8201 -0.0001 -0.0039 -0.0198
H -7.1499 -2.2564 -3.4326 -0.0136 -0.0294 0.0143
H -7.1156 -1.9410 -1.6866 0.0195 0.0269 0.0022
H -9.2607 0.7719 -2.4185 -0.0273 0.0011 -0.0157
H -8.7480 0.8284 -4.1153 0.0375 0.0076 0.0021
```
Forces are in eV/Å.

Values from the calculation:
DFT total energy ... -1652.13245 Eh
Max |F| ... 1.31 eV/Å
Net charge ... +1
Energy relative to the best compared isomer or geometry (same formula, charge and spin) ... 0.00 kcal per mole
Kohn-Sham gap ... 8.379 eV

What are the Löwdin partial charges on each atom? They are as follows, in elementary charge units:
1. C -0.0688
2. C -0.1326
3. C -0.4969
4. O 0.1884
5. O -0.0118
6. C -0.1593
7. C -0.0942
8. N -0.0357
9. C -0.1673
10. C -0.0500
11. C -0.2969
12. N 0.1852
13. C -0.0661
14. N 0.1035
15. N 0.1533
16. H 0.0783
17. H 0.0600
18. H 0.0793
19. H 0.1133
20. H 0.1266
21. H 0.1126
22. H 0.1426
23. H 0.1234
24. H 0.1389
25. H 0.0940
26. H 0.1277
27. H 0.0771
28. H 0.0783
29. H 0.0732
30. H 0.1278
31. H 0.1820
32. H 0.1587
33. C -0.1631
34. C -0.1571
35. C -0.1787
36. O -0.1842
37. C -0.2178
38. H 0.1154
39. H 0.1168
40. H 0.1167
41. H 0.1174
42. H 0.1227
43. H 0.0990
44. H 0.1167
45. H 0.1090
46. C -0.1575
47. C -0.1676
48. C -0.1953
49. O -0.1768
50. C -0.2000
51. H 0.1162
52. H 0.1167
53. H 0.1146
54. H 0.1046
55. H 0.1186
56. H 0.1132
57. H 0.1175
58. H 0.1164
59. C -0.1683
60. C -0.1661
61. C -0.1956
62. O -0.1597
63. C -0.2166
64. H 0.1112
65. H 0.1150
66. H 0.1146
67. H 0.1140
68. H 0.1191
69. H 0.1183
70. H 0.1165
71. H 0.1095
72. C -0.1672
73. C -0.1679
74. C -0.2114
75. O -0.1665
76. C -0.1999
77. H 0.1130
78. H 0.1148
79. H 0.1144
80. H 0.1129
81. H 0.1178
82. H 0.1157
83. H 0.1176
84. H 0.1169